Density functional theory data (wB97M-V/def2-TZVPD) for 2 unconnected molecules or ions with the total composition C6H14NO3PS.

Properties
maximum force = 5.43 eV/Å
HOMO-LUMO gap (alpha / beta) = 7.8 / 6.4 eV
energy relative to the best compared isomer or geometry (same formula, charge and spin) = 540.1 kJ/mol
HOMO energy (alpha / beta) = -8.0 / -7.4 eV
total energy = -34202.45371 eV
molar mass = 211.22 g/mol

Last column: Löwdin charge in e.
CARTESIAN COORDINATES (ANGSTROEM)
C -1.43 -0.63 0.66  -0.52
C -2.29 -1.71 0.21  -0.01
C -0.99 0.92 -2.51  -0.06
C 1.72 0.78 -0.48  -0.11
C -1.91 0.89 -1.32  -0.20
C 2.30 0.36 0.78  -0.28
N -0.97 -0.70 1.83  -0.05
O 0.27 -0.23 3.88  -0.24
O -1.21 0.48 -0.09  -0.12
O 1.53 -0.11 1.77  -0.26
P 0.08 0.45 2.42  0.85
S 4.46 -1.35 -0.21  0.23
H -2.41 -2.53 0.83  0.05
H -1.94 -2.13 -0.88  0.16
H -3.27 -1.25 0.04  0.09
H -1.19 0.10 -3.22  0.07
H -1.13 1.93 -3.04  0.10
H 0.15 0.93 -2.18  0.09
H 2.40 1.45 -0.99  0.10
H 1.28 -0.05 -1.03  0.09
H 0.82 1.29 -0.03  0.08
H -2.83 0.24 -1.36  0.12
H -2.40 1.78 -0.98  0.12
H 3.19 0.78 1.19  0.09
H 5.00 -0.69 0.72  -0.42
H 0.79 -0.99 3.98  0.02